No. 1
{"formula": "C10H36O17P", "method": "wB97M-V/def2-TZVPD", "species": ["P", "O", "O", "O", "O", "O", "H", "H", "O", "H", "H", "O", "H", "H", "C", "C", "O", "O", "H", "H", "H", "H", "H", "H", "C", "C", "O", "O", "H", "H", "H", "H", "H", "H", "C", "C", "O", "O", "H", "H", "H", "H", "H", "H", "C", "C", "O", "O", "H", "H", "H", "H", "H", "H", "C", "C", "O", "O", "H", "H", "H", "H", "H", "H"], "xyz": [[0.01864, 0.27711, 0.09161], [-1.29816, -0.21004, -0.60144], [1.14680, 0.50263, -0.92026], [0.51216, -0.80203, 1.14205], [-0.21247, 1.62811, 0.81069], [0.99290, 0.39599, 3.36795], [0.83880, -0.18078, 2.61973], [0.66185, 1.24867, 3.08587], [-2.51557, 2.69168, 0.93936], [-1.73068, 2.14404, 0.92249], [-2.76377, 2.78375, 0.01949], [3.37892, -0.16903, 1.28449], [2.57255, -0.63424, 1.50717], [3.08270, 0.62641, 0.84204], [0.30419, -3.63087, 3.03265], [1.74563, -3.25073, 2.88837], [1.95953, -2.91157, 1.51388], [-0.58165, -2.46086, 2.84785], [0.05596, -3.96882, 4.03876], [-0.09675, -4.39478, 2.36649], [2.31387, -4.15131, 3.12108], [1.98899, -2.43174, 3.56523], [1.44683, -2.13753, 1.26975], [-0.09595, -1.87968, 2.25799], [-2.04729, 0.23814, -3.89022], [-2.80835, 1.25588, -3.00519], [-1.86509, 1.84974, -2.11468], [-1.54288, -0.85963, -3.07251], [-1.24589, 0.71575, -4.45390], [-2.83495, -0.06205, -4.58128], [-3.56196, 0.81098, -2.35538], [-3.33066, 2.03131, -3.56553], [-1.55826, 1.17462, -1.50504], [-1.39129, -0.54136, -2.17958], [-4.07144, -1.88623, -0.29323], [-3.10231, -3.00073, 0.22458], [-1.80681, -2.87618, -0.31332], [-3.69031, -0.50498, -0.02019], [-5.11217, -2.06836, -0.02529], [-4.07886, -2.04950, -1.37091], [-3.39939, -4.02617, 0.00475], [-3.14830, -2.89665, 1.30863], [-1.55547, -1.95086, -0.36054], [-2.76546, -0.37214, -0.24062], [2.14180, 0.17671, -3.84951], [3.47287, 0.17541, -3.13828], [3.38532, -0.73978, -2.03024], [1.33574, 1.23252, -3.29059], [1.70958, -0.82380, -3.86615], [2.20980, 0.58887, -4.85628], [3.88851, 1.15834, -2.91645], [4.15136, -0.29028, -3.85305], [2.86321, -0.28012, -1.36863], [1.25265, 1.01303, -2.35972], [1.03033, 4.04531, 2.41752], [2.37277, 3.32847, 2.07374], [2.27934, 2.48693, 0.95885], [0.01967, 3.15092, 2.94526], [0.52362, 4.59493, 1.62427], [1.35923, 4.73559, 3.19434], [2.71568, 2.70774, 2.90152], [3.19201, 4.04497, 2.01389], [1.39743, 2.10769, 0.96295], [-0.10913, 2.52060, 2.23272]], "nbo_charge": [2.63, -1.26, -1.26, -1.29, -1.27, -1.01, 0.49, 0.47, -1.01, 0.51, 0.46, -0.99, 0.49, 0.49, -0.09, -0.10, -0.76, -0.77, 0.13, 0.16, 0.14, 0.18, 0.51, 0.51, -0.08, -0.10, -0.77, -0.77, 0.17, 0.12, 0.18, 0.14, 0.50, 0.51, -0.09, -0.08, -0.75, -0.76, 0.14, 0.14, 0.14, 0.15, 0.51, 0.51, -0.09, -0.09, -0.75, -0.78, 0.18, 0.13, 0.16, 0.12, 0.52, 0.51, -0.09, -0.08, -0.77, -0.77, 0.17, 0.13, 0.17, 0.13, 0.52, 0.51], "lumo_energy_ha": 0.2689, "total_charge": -3}


No. 2
{"formula": "C2H5N3OS", "method": "wB97M-V/def2-TZVPD", "species": ["N", "C", "S", "N", "C", "N", "O", "H", "H", "H", "H", "H"], "xyz": [[1.27235, -0.46756, -0.73439], [0.05189, -1.00317, -0.88901], [-0.29319, -2.20805, -1.99900], [-0.93817, -0.57151, -0.04087], [-0.88075, 0.17644, 1.13468], [-0.31582, 1.28353, 1.40441], [0.35052, 1.84788, 0.31578], [1.37292, 0.44114, -0.30397], [1.94562, -0.76872, -1.40998], [-1.76596, -1.15667, -0.13816], [-1.48625, -0.23884, 1.99362], [0.68686, 2.66553, 0.66689]], "nbo_charge": [-0.79, 0.30, -0.27, -0.64, 0.20, -0.16, -0.59, 0.42, 0.41, 0.43, 0.20, 0.49], "lumo_energy_ha": 0.0202, "smiles": "NC(=S)N/C=N\\O"}


No. 3
{"formula": "C33H48N4O4S", "method": "wB97M-V/def2-TZVPD", "species": ["C", "C", "O", "C", "O", "C", "C", "C", "C", "C", "C", "C", "C", "C", "C", "C", "O", "C", "N", "S", "C", "C", "C", "C", "C", "O", "C", "C", "C", "C", "C", "N", "H", "H", "H", "H", "H", "H", "H", "H", "H", "H", "H", "H", "H", "H", "H", "H", "H", "H", "H", "H", "H", "H", "H", "H", "H", "H", "H", "H", "H", "H", "H", "H", "H", "H", "C", "C", "C", "C", "N", "H", "H", "H", "H", "H", "H", "H", "C", "C", "C", "C", "N", "H", "H", "H", "H", "H", "H", "H"], "xyz": [[-5.80178, -1.10434, -3.53638], [-5.12116, -0.29477, -4.71069], [-3.73789, -0.75797, -4.75643], [-3.19386, -0.16916, -5.92464], [-2.95228, -0.91525, -6.83082], [-2.87627, 1.37079, -6.00709], [-1.83354, 1.78269, -4.90328], [-2.46829, 1.90117, -3.43738], [-1.34179, 1.47515, -2.44137], [-0.99081, 0.03571, -2.46007], [0.07428, -0.44127, -1.60147], [0.79557, 0.49721, -0.71237], [0.45026, 1.89587, -0.65089], [-0.63807, 2.35937, -1.54256], [-1.00090, 3.89089, -1.46411], [-1.74388, 4.18123, -0.09779], [-1.43190, 5.47327, 0.44793], [-3.29432, 3.95395, -0.15666], [-3.99607, 4.80471, -1.15854], [2.10731, -0.27909, 0.30217], [1.31938, -1.88440, 0.69401], [1.44888, -2.56278, 1.97953], [2.34400, -1.90843, 3.07662], [3.87299, -2.06921, 2.71449], [4.32331, -3.55702, 2.45775], [3.52372, -4.53078, 3.13414], [3.41772, -5.70050, 2.31776], [0.72583, -3.81282, 2.14310], [-0.10549, -4.41696, 1.10217], [-0.18677, -3.73770, -0.18833], [0.53070, -2.47129, -0.38149], [0.42182, -1.83462, -1.67031], [-5.76974, -2.18062, -3.83800], [-5.11214, -0.99460, -2.65299], [-6.82470, -0.72705, -3.30462], [-5.10744, 0.81177, -4.52941], [-5.67298, -0.53277, -5.65547], [-2.37513, 1.50661, -7.00218], [-3.79899, 2.00072, -6.02177], [-1.00287, 1.02619, -4.93137], [-1.34834, 2.77773, -5.09611], [-3.34024, 1.20603, -3.32277], [-2.83092, 2.94604, -3.28879], [-1.50844, -0.70629, -3.10620], [0.98286, 2.58557, 0.03843], [-0.00511, 4.41789, -1.42190], [-1.56239, 4.23998, -2.36359], [-1.34349, 3.42719, 0.63741], [-2.22320, 6.04034, 0.39406], [-3.56738, 2.86597, -0.25620], [-3.70323, 4.26296, 0.85129], [-4.57092, 4.21604, -1.76017], [-3.32382, 5.32807, -1.71976], [2.08624, -2.30193, 4.09114], [2.09184, -0.80960, 3.06338], [4.54073, -1.56701, 3.46830], [4.04877, -1.51604, 1.74876], [4.19900, -3.74169, 1.34889], [5.42543, -3.65470, 2.66855], [2.96453, -6.56126, 2.88219], [4.41591, -6.00432, 1.88882], [2.74156, -5.52519, 1.43089], [0.78803, -4.35692, 3.12537], [-0.63914, -5.36295, 1.34187], [-0.82223, -4.20798, -0.96939], [-0.18019, -2.34601, -2.31119], [-0.04643, -2.04102, 7.37881], [-0.88883, -1.77739, 6.13528], [-1.83174, -2.93574, 5.79725], [-1.04868, -4.16998, 5.53454], [-0.44242, -5.13301, 5.33381], [0.61161, -2.90208, 7.24354], [0.58728, -1.17971, 7.59751], [-0.68039, -2.22621, 8.24994], [-0.22296, -1.58453, 5.28937], [-1.48039, -0.87185, 6.29126], [-2.42042, -2.69465, 4.91016], [-2.52293, -3.12195, 6.62210], [5.73679, 4.44353, -1.45005], [4.92836, 3.15733, -1.31677], [4.10283, 3.10331, -0.02881], [4.99848, 3.17430, 1.15469], [5.69091, 3.22893, 2.06957], [6.47068, 4.54208, -0.64749], [6.28516, 4.45110, -2.39377], [5.08448, 5.32060, -1.42916], [5.61023, 2.30370, -1.35426], [4.25569, 3.06891, -2.17364], [3.53418, 2.17305, 0.01330], [3.39589, 3.93550, 0.00834]], "mulliken_charge": [-1.16, -0.18, -0.31, 0.51, -0.56, -0.68, -0.74, 0.43, -0.53, -0.25, -0.40, 0.49, -0.33, -0.05, -0.95, 0.36, -0.56, -0.94, -0.58, -0.39, 0.85, 0.08, -1.04, -0.30, -0.64, -0.32, -0.69, -0.63, -1.13, -0.62, 0.27, -0.23, 0.29, 0.26, 0.35, 0.28, 0.40, 0.34, 0.36, 0.43, 0.37, -0.20, 0.23, 0.21, 0.67, 0.41, 0.36, 0.19, 0.39, 0.24, 0.44, 0.29, 0.31, 0.31, 0.37, 0.45, 0.08, 0.36, 0.33, 0.24, 0.35, 0.25, 0.72, 0.40, 0.26, 0.36, -1.26, -0.13, -0.41, 0.29, -0.50, 0.36, 0.34, 0.36, 0.02, 0.34, 0.29, 0.35, -1.22, -0.52, 0.82, 0.17, -0.48, 0.34, 0.35, 0.32, 0.32, 0.35, -0.62, 0.24], "lumo_energy_ha": 0.0120, "smiles": "CCOC(=O)CCCc1cc2c(cc1C[C@@H](O)CN)Sc1c(CCCOC)cccc1N2.CCCC#N.CCCC#N"}


No. 4
{"formula": "C10H16", "method": "wB97M-V/def2-TZVPD", "species": ["C", "C", "C", "C", "C", "C", "C", "H", "H", "H", "H", "H", "H", "H", "H", "C", "C", "C", "H", "H", "H", "H", "H", "H", "H", "H"], "xyz": [[2.54658, 0.06946, -1.78706], [1.92524, -0.35684, -0.47251], [1.13225, -1.51524, -0.43320], [0.47204, -1.79797, 0.75517], [0.57685, -0.95225, 1.84798], [1.50335, 0.07830, 1.85429], [2.11368, 0.43054, 0.64600], [3.26688, -0.71563, -2.03034], [2.84954, 1.10588, -1.82437], [1.78162, 0.15242, -2.56646], [1.31283, -2.25959, -1.20862], [-0.26200, -2.58593, 0.67828], [-0.00568, -1.12803, 2.74923], [1.67698, 0.56517, 2.80023], [2.66830, 1.35966, 0.63117], [-2.87565, 0.60650, -1.23360], [-2.04994, 0.07963, -0.04886], [-1.56584, 1.22772, 0.80948], [-3.55985, -0.18761, -1.54547], [-3.49042, 1.41477, -0.86400], [-2.24184, 0.99078, -2.02756], [-1.24359, -0.50561, -0.45209], [-2.58506, -0.66135, 0.55555], [-0.65682, 1.70325, 0.33002], [-1.05000, 0.85700, 1.70750], [-2.23946, 2.02496, 1.12923]], "nbo_charge": [-0.64, 0.00, -0.23, -0.20, -0.23, -0.19, -0.24, 0.22, 0.22, 0.22, 0.22, 0.21, 0.22, 0.21, 0.21, -0.60, -0.41, -0.62, 0.21, 0.20, 0.20, 0.21, 0.19, 0.20, 0.21, 0.21], "lumo_energy_ha": 0.0364, "smiles": "Cc1ccccc1.CCC"}


No. 5
{"formula": "C3H9N6O", "method": "wB97M-V/def2-TZVPD", "species": ["H", "N", "C", "N", "C", "N", "O", "N", "C", "N", "N", "H", "H", "H", "H", "H", "H", "H", "H"], "xyz": [[1.63128, -1.35433, -1.30524], [1.14426, -0.81891, -0.55816], [1.80160, -0.18479, 0.28975], [1.16649, 0.66540, 1.27240], [-0.22870, 0.76554, 1.52120], [-0.69233, -0.50608, 2.11334], [-1.87912, -0.87498, 1.52524], [-1.77780, -1.09348, 0.07501], [-1.34716, 0.00407, -0.54282], [-1.52760, 0.08342, -1.83509], [-0.86411, 1.00816, 0.17403], [2.89450, -0.34182, 0.21406], [1.77433, 1.12106, 1.95272], [-0.40116, 1.79010, 1.94013], [-0.05725, -1.28077, 2.20006], [-1.79685, -1.99822, -0.36235], [-2.08816, -0.67538, -2.43644], [-1.28543, 0.96629, -2.32770], [-0.50888, 1.93174, -0.17893]], "nbo_charge": [0.39, -0.76, 0.28, -0.66, 0.26, -0.30, -0.18, -0.34, 0.69, -0.77, -0.59, 0.20, 0.42, 0.22, 0.39, 0.42, 0.45, 0.43, 0.44], "lumo_energy_ha": -0.1048, "total_charge": 1, "smiles": "[H]/N=C/N[C@@H]1NONC(=[NH2+])N1"}


No. 6
{"formula": "C8H9FI2O4RuSSm", "method": "wB97M-V/def2-TZVPD", "species": ["I", "I", "Sm", "Ru", "S", "C", "C", "C", "C", "C", "C", "C", "C", "O", "O", "O", "O", "H", "H", "H", "H", "H", "H", "H", "H", "H", "F"], "xyz": [[2.03531, 2.33705, 3.47443], [-0.92283, 0.06454, 4.06276], [1.67402, -0.44916, 2.62344], [1.40886, -0.50686, -0.62940], [0.11554, 1.16602, 0.35649], [1.86363, 0.02192, -2.38000], [3.19256, -0.63488, -0.06366], [-1.46224, 0.99109, -0.53977], [-2.58137, 1.03544, 0.49395], [-1.50069, -0.31287, -1.30980], [-1.51468, 2.22987, -1.44764], [2.08644, -3.08480, 1.74501], [0.93570, -2.30560, -0.75214], [4.33904, -0.75753, 0.14843], [2.15726, 0.36903, -3.45180], [2.47143, -4.16609, 1.71821], [0.62262, -3.42958, -0.80787], [-3.54798, 0.94912, -0.01737], [-2.54594, 1.98295, 1.04467], [-2.46676, 0.21614, 1.21556], [-2.27406, -0.26517, -2.08167], [-1.75253, -1.12487, -0.62726], [-0.53349, -0.53105, -1.79694], [-2.40038, 2.20754, -2.08862], [-0.62537, 2.30151, -2.09430], [-1.57852, 3.13033, -0.82295], [2.80443, -1.43407, 4.02827]], "mulliken_spin": [1.31, 1.45, 5.26, 1.20, 0.62, 0.01, -0.06, -0.03, 0.04, 0.02, 0.03, 0.00, -0.12, 0.10, 0.06, 0.00, 0.11, 0.00, -0.01, -0.01, 0.01, 0.00, 0.01, 0.01, 0.00, 0.00, -0.02], "s_squared": 30.037, "lumo_energy_ha": [-0.6164, -0.7203], "multiplicity": 11, "total_charge": 4}


No. 7
{"formula": "H10O5", "method": "wB97M-V/def2-TZVPD", "species": ["O", "H", "H", "O", "H", "H", "O", "H", "H", "O", "H", "H", "O", "H", "H"], "xyz": [[3.51193, 3.71814, 2.78459], [2.78554, 4.14557, 3.23836], [3.39432, 3.95694, 1.86515], [3.95774, 7.82267, 4.91093], [4.82531, 8.13771, 5.16450], [4.09029, 7.41877, 4.05329], [7.59862, 6.80086, 2.26291], [6.93724, 6.46320, 2.86690], [8.35662, 6.98738, 2.81688], [6.81102, 3.61594, 5.46925], [6.52080, 2.71257, 5.59545], [7.71318, 3.53710, 5.15923], [5.62020, 5.36190, 3.60189], [4.75440, 5.06645, 3.32023], [5.93207, 4.66974, 4.18488]], "nbo_charge": [-0.94, 0.48, 0.48, -0.94, 0.47, 0.47, -0.96, 0.49, 0.45, -0.94, 0.48, 0.48, -1.01, 0.49, 0.50], "lumo_energy_ha": 0.0154, "smiles": "O.O.O.O.O"}


No. 8
{"formula": "C7H14N2O2", "method": "wB97M-V/def2-TZVPD", "species": ["C", "C", "C", "C", "N", "C", "H", "H", "H", "H", "H", "H", "H", "H", "H", "O", "C", "O", "C", "N", "H", "H", "H", "H", "H"], "xyz": [[-2.12394, -0.82126, -2.25882], [-1.94320, -1.25878, -1.06125], [-1.74932, -1.89557, 0.10665], [-2.35186, -3.29808, 0.24783], [-0.90469, -1.49413, 1.13367], [-0.26402, -0.23889, 1.17753], [-1.40811, -0.99455, -3.19578], [-2.90226, -0.17450, -2.53571], [-3.29668, -3.26105, 0.72924], [-2.56742, -3.68298, -0.81721], [-1.63616, -3.79715, 0.88920], [-1.28769, -1.89542, 2.06602], [-0.01611, 0.19160, 0.15351], [-0.92490, 0.58326, 1.62495], [0.59937, -0.22449, 1.71180], [-3.81807, 1.25032, 1.37563], [-4.22444, 1.24582, 0.30316], [-4.54658, 1.19742, -0.78972], [3.64706, 1.26261, -0.05704], [2.75305, 2.27770, 0.40623], [4.63441, 1.53934, 0.23895], [3.50397, 0.36450, 0.57592], [3.59980, 1.11151, -1.10929], [1.71625, 2.03551, 0.23893], [2.82287, 2.54835, 1.39795]], "nbo_charge": [-0.44, -0.07, 0.13, -0.63, -0.61, -0.40, 0.19, 0.20, 0.21, 0.24, 0.22, 0.38, 0.21, 0.17, 0.20, -0.52, 1.03, -0.51, -0.41, -0.85, 0.19, 0.16, 0.20, 0.35, 0.36], "lumo_energy_ha": 0.0204, "smiles": "C=C=C(C)NC.O=C=O.CN"}